Entry from OMol25: C15H15BrCl3CoN4O4SSi as an isolated structure (wB97M-V/def2-TZVPD).

Geometry (Å):
Co 0.48 0.41 -0.46
Br -3.42 -0.93 -6.02
C -2.34 -1.11 -4.46
C -1.72 -2.40 -4.26
C -0.82 -2.59 -3.26
C -0.52 -1.52 -2.38
C -1.38 -0.27 -2.36
C -2.15 -0.09 -3.63
N 0.50 -1.43 -1.55
C 1.52 -2.23 -1.35
C 2.60 -1.67 -0.57
C 3.78 -2.38 -0.32
C 4.81 -1.75 0.34
C 4.66 -0.43 0.73
C 3.46 0.21 0.46
N 2.45 -0.39 -0.16
H -1.94 -3.20 -4.95
H -0.29 -3.53 -3.18
H -2.18 -0.50 -1.61
H -2.61 0.88 -3.78
H 1.62 -3.22 -1.79
H 3.86 -3.40 -0.66
H 5.73 -2.29 0.54
H 5.45 0.10 1.24
H 3.30 1.23 0.77
O -0.86 4.31 0.65
S -1.20 3.21 -0.43
O -2.40 2.52 -0.02
O 0.09 2.34 0.28
O -0.66 0.83 -1.96
Cl -0.72 3.82 3.38
Si 0.35 3.42 1.62
Cl 1.93 4.71 1.36
Cl 1.45 1.81 2.59
C -3.19 1.12 2.80
N -2.00 0.29 2.97
C -1.40 0.20 4.31
C -1.32 -0.11 1.94
N -0.72 -0.47 1.01
H -4.01 0.70 3.40
H -3.47 1.14 1.75
H -2.98 2.14 3.11
H -2.16 -0.14 5.01
H -1.02 1.18 4.61
H -0.58 -0.51 4.29

Calculated values
LUMO level (alpha / beta) (eV): -0.8231 / -1.8588
Relative energy (zero: lowest compared OMol25 entry of this formula, charge and spin) (kcal per mole): 40.7
Largest force on an atom (hartree/bohr): 0.005
M (g mol⁻¹): 620.658
Spin multiplicity: 5
Orbital gap (alpha / beta) (hartree): 0.2489 / 0.2612